No. 1
This record from OMol25 describes a 2-piece molecular cluster, C6H13NO overall. The level of theory is ωB97M-V/def2-TZVPD.

Structure (ORCA input):
```
! RIJCOSX wB97M-V def2-TZVPD def2/J DEFGRID3
* xyz 0 1
C -2.330 -1.761 -0.059
C -2.291 -0.742 0.787
C -1.849 -0.855 2.208
O -0.680 -0.032 2.387
H -2.660 -1.636 -1.077
H -1.986 -2.741 0.252
H -2.580 0.250 0.454
H -2.616 -0.515 2.906
H -1.637 -1.906 2.432
H -0.755 0.373 3.253
C 2.706 2.453 -1.906
C 1.770 1.507 -1.791
N 1.306 0.889 -0.649
C 1.158 -0.560 -0.688
H 3.238 2.794 -1.026
H 2.887 2.916 -2.862
H 1.266 1.186 -2.701
H 1.782 1.186 0.189
H 0.665 -0.894 0.221
H 0.504 -0.808 -1.525
H 2.103 -1.101 -0.804
*
```

In the Löwdin picture, each atom carries the following charge in e: 0.00, -0.18, -0.26, -0.08, 0.05, 0.06, 0.11, 0.12, 0.11, 0.07, -0.02, -0.28, -0.09, -0.11, 0.04, 0.03, 0.11, 0.11, 0.05, 0.08, 0.08

***

No. 2
This record from OMol25 describes a 2-piece molecular cluster, C6H13NO overall in a non-equilibrium geometry. The level of theory is ωB97M-V/def2-TZVPD.

Structure (ORCA input):
```
! RIJCOSX wB97M-V def2-TZVPD def2/J DEFGRID3
* xyz 0 1
C 1.164 -1.021 2.902
C 0.188 -1.153 2.019
C 0.146 -0.520 0.683
C 0.295 0.791 0.491
C 0.277 1.494 -0.829
N 0.000 0.717 -2.016
C 0.961 -0.302 -2.403
H 2.053 -0.417 2.735
H 1.112 -1.503 3.876
H -0.673 -1.787 2.243
H -0.026 -1.174 -0.161
H 0.614 1.385 1.347
H -0.477 2.288 -0.788
H 1.190 2.068 -1.019
H -0.959 0.413 -2.066
H 1.404 -0.075 -3.372
H 0.524 -1.300 -2.442
H 1.794 -0.358 -1.700
O -3.544 0.332 0.059
H -2.781 0.695 0.543
H -3.263 -0.575 -0.102
*
```

In the Löwdin picture, each atom carries the following charge in e: 0.00, -0.19, -0.13, -0.10, -0.26, -0.13, -0.14, 0.06, 0.05, 0.10, 0.09, 0.11, 0.12, 0.12, 0.10, 0.07, 0.07, 0.08, -0.07, 0.03, 0.03

***

No. 3
This record from OMol25 describes the molecule C6H13NO in a non-equilibrium geometry. The level of theory is ωB97M-V/def2-TZVPD.

Structure (ORCA input):
```
! RIJCOSX wB97M-V def2-TZVPD def2/J DEFGRID3
* xyz 0 1
C -1.990 -0.904 1.675
C -0.503 -0.584 1.561
C 0.028 -0.828 0.167
O -0.263 -1.806 -0.476
N 0.871 0.203 -0.340
C 1.902 -0.364 -1.237
C 0.005 1.217 -0.995
C 0.136 2.562 -0.313
H -2.301 -1.004 2.712
H -2.217 -1.857 1.191
H -2.581 -0.126 1.201
H -0.310 0.464 1.802
H 0.096 -1.129 2.292
H 2.130 -1.370 -0.887
H 2.798 0.246 -1.115
H 1.600 -0.413 -2.280
H 0.275 1.300 -2.052
H -1.034 0.882 -0.992
H -0.105 2.449 0.746
H -0.468 3.377 -0.728
H 1.175 2.909 -0.253
*
```

In the Löwdin picture, each atom carries the following charge in e: -0.09, -0.16, -0.47, 0.10, -0.13, -0.06, -0.23, -0.09, 0.07, 0.07, 0.07, 0.10, 0.12, 0.09, 0.08, 0.08, 0.11, 0.12, 0.06, 0.08, 0.08

***

No. 4
This record from OMol25 describes the molecule C6H13NO in a non-equilibrium geometry. The level of theory is ωB97M-V/def2-TZVPD.

Structure (ORCA input):
```
! RIJCOSX wB97M-V def2-TZVPD def2/J DEFGRID3
* xyz 0 1
C -0.474 3.467 -0.133
C 0.283 2.283 0.544
C 0.440 1.078 -0.439
N -0.582 -0.025 0.063
C -0.277 -1.334 -0.509
C -1.662 -2.099 -0.630
C 0.705 -2.050 0.553
O 1.892 -1.976 0.532
H 0.229 4.070 -0.777
H -0.704 4.344 0.638
H -1.297 3.033 -0.683
H 1.098 2.691 1.158
H -0.387 1.976 1.427
H 0.224 1.145 -1.553
H 1.565 0.827 -0.299
H -0.541 0.117 1.110
H 0.321 -1.239 -1.443
H -1.535 -3.139 -0.471
H -1.821 -1.863 -1.665
H -2.412 -1.670 0.049
H 0.104 -2.385 1.489
*
```

In the Löwdin picture, each atom carries the following charge in e: -0.14, -0.27, -0.19, -0.06, -0.36, -0.05, -0.24, 0.05, 0.07, 0.10, 0.06, 0.10, 0.11, 0.12, 0.12, 0.11, 0.14, 0.05, 0.06, 0.08, 0.14

***

No. 5
This record from OMol25 describes a 2-piece molecular cluster, C6H13NO overall in a non-equilibrium geometry. The level of theory is ωB97M-V/def2-TZVPD.

Structure (ORCA input):
```
! RIJCOSX wB97M-V def2-TZVPD def2/J DEFGRID3
* xyz 0 1
C 0.400 -0.785 -1.702
C -0.134 0.656 -1.396
C -0.166 0.928 0.091
C 1.178 1.261 0.525
C 1.642 0.893 1.812
C 1.012 0.245 2.833
N -0.632 -1.773 -1.717
H 1.131 -1.007 -0.857
H 1.107 -0.706 -2.530
H -1.186 0.652 -1.752
H 0.435 1.427 -1.943
H -0.439 -0.040 0.558
H 1.820 1.827 -0.136
H 2.607 1.323 2.087
H 1.356 0.592 3.767
H 0.124 -0.285 2.566
H -0.190 -2.690 -1.703
H -1.455 -1.641 -1.077
H -3.240 -1.150 0.465
H -0.965 1.586 0.427
O -2.476 -0.771 0.013
*
```

In the Löwdin picture, each atom carries the following charge in e: -0.32, -0.19, -0.23, 0.06, -0.12, 0.17, -0.01, 0.10, 0.10, 0.12, 0.11, 0.10, 0.13, 0.11, 0.08, 0.08, 0.07, 0.02, -0.10, 0.15, -0.42

***

No. 6
This record from OMol25 describes a 2-piece molecular cluster, C6H13NO overall. The level of theory is ωB97M-V/def2-TZVPD.

Structure (ORCA input):
```
! RIJCOSX wB97M-V def2-TZVPD def2/J DEFGRID3
* xyz 0 1
H -1.586 0.319 1.832
N -1.581 0.963 1.039
C -1.979 0.456 -0.038
C -2.431 -0.942 -0.292
H -1.989 1.114 -0.903
H -3.421 -0.938 -0.746
H -1.741 -1.408 -0.994
H -2.452 -1.526 0.627
C 1.146 -1.831 -0.210
C 1.263 -0.513 -0.080
C 1.698 0.141 1.196
O 0.965 0.265 -1.167
C 1.099 1.663 -1.069
H 1.364 -2.494 0.604
H 0.842 -2.271 -1.142
H 2.625 0.696 1.051
H 1.864 -0.618 1.954
H 0.936 0.834 1.548
H 2.132 1.960 -0.863
H 0.809 2.050 -2.045
H 0.438 2.081 -0.304
*
```

In the Löwdin picture, each atom carries the following charge in e: 0.06, 0.08, -0.32, -0.07, 0.10, 0.07, 0.07, 0.08, 0.04, -0.44, -0.04, -0.12, -0.10, 0.05, 0.06, 0.08, 0.08, 0.06, 0.09, 0.09, 0.07

***

It is found that the frontier orbital gap values, taken in the order of the records, are 8.7232, 9.5336, 10.1878, 9.8145, 3.7733, 9.5275 eV.
It is found that the energy relative to the best compared isomer or geometry (same formula, charge and spin) values, taken in the order of the records, are 63.0, 57.2, 26.2, 72.7, 162.4, 51.8 kcal/mol.
It is found that the E values, taken in the order of the records, are -366.333574, -366.342669, -366.392179, -366.318084, -366.175095, -366.351359 a.u..